(1)
Below is an isolated molecule of C28H42N4O4S at a distorted geometry, with properties calculated with wB97M-V/def2-TZVPD.

## Properties
energy above the lowest of the compared OMol25 structures with the same formula, charge and spin: 7.17 kcal/mol
HOMO: -0.2980 hartree

Atoms and positions in Å:
C: -0.437773 1.302602 5.856461
H: -1.470376 1.585306 5.666279
H: 0.211139 2.052616 5.411435
H: -0.273539 1.291082 6.930261
C: -0.157233 -0.080241 5.273874
N: -0.373757 -0.103787 3.838629
C: -1.561810 -0.533541 3.374820
C: -1.938105 -0.557195 2.067534
C: -1.023574 -0.100718 1.044730
O: -1.270282 -0.057657 -0.161392
C: 0.280706 0.333885 1.569264
C: 1.249466 0.754128 0.653847
C: 2.468054 1.207245 1.084360
C: 2.756917 1.251672 2.441678
C: 1.826009 0.831293 3.364298
C: 0.573104 0.352198 2.948599
H: 2.080335 0.876796 4.410017
H: 3.720150 1.625416 2.750560
S: 3.732038 1.681417 -0.101680
O: 4.343740 0.467182 -0.559678
O: 4.573005 2.657484 0.534735
N: 2.853453 2.330899 -1.341424
C: 2.782212 1.616626 -2.592054
H: 3.350422 2.117849 -3.380640
H: 3.208760 0.630897 -2.427085
H: 1.740453 1.518051 -2.909006
C: 2.549095 3.751800 -1.356672
C: 1.954439 4.191963 -0.019631
C: 1.571439 5.669285 -0.076932
C: 2.789616 6.522643 -0.415086
C: 3.390549 6.083265 -1.746124
C: 3.773607 4.607448 -1.693836
H: 4.188492 4.292800 -2.653860
H: 4.529517 4.441369 -0.926240
H: 4.272816 6.684165 -1.973653
H: 2.661136 6.243583 -2.544589
H: 2.505221 7.575905 -0.462676
H: 3.537896 6.408033 0.371177
H: 0.801040 5.816551 -0.837900
H: 1.154715 5.976573 0.884228
H: 1.077395 3.582133 0.209247
H: 2.696801 4.035952 0.763072
H: 1.788120 3.892658 -2.136243
H: 1.006893 0.717397 -0.396520
C: -3.301983 -1.111961 1.785419
O: -3.971640 -1.618800 2.672763
N: -3.702964 -0.985260 0.512756
C: -4.909500 -1.585533 0.000701
H: -5.627639 -0.798104 -0.260444
C: -4.605716 -2.434412 -1.231698
C: -3.677433 -3.612994 -0.886174
N: -3.097711 -4.322941 -2.003044
C: -2.139672 -3.559790 -2.776792
C: -1.334474 -4.509530 -3.659952
C: -2.263907 -5.272577 -4.603222
C: -1.488450 -6.262485 -5.466231
H: -0.742733 -5.744815 -6.065576
H: -0.979129 -6.992265 -4.840639
H: -2.160138 -6.794391 -6.136560
C: -3.325968 -5.980573 -3.762513
C: -4.054561 -4.979187 -2.868978
H: -4.784094 -5.501020 -2.244375
H: -4.599630 -4.258587 -3.506590
H: -2.843032 -6.727739 -3.130860
H: -4.046135 -6.487319 -4.408007
H: -2.763599 -4.550426 -5.260559
H: -0.806685 -5.220669 -3.022736
H: -0.596097 -3.942394 -4.229926
H: -1.474467 -3.034962 -2.086949
H: -2.629297 -2.806682 -3.421550
H: -4.231729 -4.338729 -0.282818
H: -2.847216 -3.240993 -0.278767
H: -5.542699 -2.804647 -1.650140
H: -4.122877 -1.801306 -1.979395
H: -5.335642 -2.193805 0.802938
H: -3.035048 -0.601737 -0.152676
H: -2.274842 -0.893654 4.105496
H: -0.833719 -0.809318 5.724554
H: 0.864960 -0.395303 5.492664

Forces on the atoms, in the same order (eV/Å):
0.08 -0.22 -0.05
-0.09 0.04 0.00
0.04 0.09 -0.01
0.02 0.04 0.12
0.03 0.30 0.52
-0.21 -0.23 -0.11
-0.24 -0.08 -0.30
0.02 -0.05 0.01
-0.05 0.01 0.25
0.11 0.03 -0.12
0.26 0.09 0.08
-0.04 -0.05 0.08
0.29 0.13 -0.38
0.01 0.00 0.10
0.06 -0.01 0.05
0.30 0.15 -0.64
0.00 0.01 0.10
0.09 0.04 0.16
-0.39 -0.25 0.02
-0.18 -0.03 -0.16
-0.25 0.05 -0.01
0.71 -0.51 0.71
0.05 -0.37 -0.29
0.00 0.00 0.03
-0.08 -0.04 -0.28
0.03 0.02 0.00
0.14 0.49 0.49
-0.39 0.26 -0.25
0.23 -0.05 0.22
-0.24 0.07 -0.23
0.18 -0.04 0.18
-0.20 0.09 -0.26
0.06 -0.05 -0.01
0.02 0.02 -0.05
-0.03 0.02 -0.09
-0.02 0.07 -0.07
0.06 0.03 0.07
0.06 0.06 0.08
-0.09 0.04 -0.01
-0.09 0.01 -0.03
0.03 -0.01 0.02
-0.06 0.06 0.08
0.05 -0.09 0.08
-0.11 0.01 -0.10
0.17 0.22 -0.03
-0.15 -0.16 0.27
0.05 0.07 -0.35
-0.34 -0.10 -0.05
0.00 -0.15 0.10
0.22 -0.18 0.27
-0.16 0.22 0.00
0.01 -0.04 -0.08
0.28 -0.14 0.03
-0.28 0.28 -0.15
0.22 -0.30 0.14
-0.19 0.25 0.07
0.11 0.00 -0.09
0.08 -0.11 0.07
-0.03 -0.10 -0.10
-0.19 0.35 -0.15
0.07 -0.30 0.02
-0.05 0.05 -0.02
-0.04 -0.02 0.04
0.01 -0.09 0.04
-0.01 -0.07 -0.04
-0.02 0.03 0.03
0.08 -0.04 0.04
0.07 0.00 -0.03
-0.04 0.07 -0.01
0.03 0.03 0.05
0.02 0.05 0.07
-0.07 -0.04 0.04
-0.02 0.06 -0.08
-0.05 0.03 -0.12
-0.04 0.10 -0.10
0.05 -0.01 0.23
0.02 -0.01 0.05
0.14 0.00 -0.12
-0.12 -0.07 -0.04

Here are the natural (NBO) charges for atoms 1 to 6, given in e:
1 C -0.619
2 H 0.218
3 H 0.215
4 H 0.222
5 C -0.205
6 N -0.374



(2)
Below is a cluster of 6 separate species, C28H43Br14FIN3OP in total at a distorted geometry, with properties calculated with wB97M-V/def2-TZVPD.

## Properties
HOMO: -0.4060 hartree
net charge: +1

Atoms and positions in Å:
C: 4.022453 2.051730 1.970888
C: 3.051883 2.011711 0.650107
N: 3.638857 2.078273 -0.609609
C: 1.391007 1.845090 0.695203
C: 0.679342 2.702782 1.896865
N: -0.579953 3.495860 1.634264
C: -1.161400 4.129066 0.391062
C: -0.975065 5.776557 0.169582
C: -1.689196 6.413289 -1.200052
C: -2.499607 5.364832 -2.163082
N: -2.655681 3.880378 -1.993192
C: -2.012744 3.324917 -0.754343
C: -1.385503 3.662907 2.732789
C: -0.682796 2.940029 4.025553
F: 0.257561 3.945782 4.571759
C: -1.660653 2.519157 5.272109
Br: -1.766909 0.643236 6.067584
C: -2.560650 3.529036 5.954234
C: -2.695031 5.106386 5.516302
Br: -3.712228 2.963394 7.540387
C: 0.144247 1.793419 3.194746
I: -1.481204 0.605591 2.249368
P: 1.531856 0.869667 4.126500
C: 1.193958 -1.008496 4.230793
O: 1.499355 1.431484 5.802933
H: 5.171274 2.157200 1.663778
H: 3.963599 0.999698 2.531950
H: 3.811386 2.925685 2.720013
H: 2.885009 2.006204 -1.327902
H: 0.942597 2.148531 -0.347382
H: 1.216117 0.667554 0.785512
H: 1.556782 3.310168 2.388078
H: -0.398804 6.461311 0.929958
H: -1.632460 7.579832 -1.447264
H: -3.029787 5.845413 -3.119425
H: -2.135127 2.149977 -0.577418
H: -2.385414 4.266179 2.627788
H: -3.267148 5.682124 6.364301
H: -3.395076 5.180584 4.552277
H: -1.663780 5.654637 5.343550
H: 1.972562 -1.468560 4.995408
H: 0.102888 -1.280594 4.572555
H: 1.403617 -1.460009 3.162342
H: 1.866928 0.633533 6.311526
Br: 2.762444 -4.928784 3.516889
C: 3.502264 -4.650802 1.733365
C: 4.461948 -3.483219 1.715226
Br: 3.505547 -1.783649 1.733537
H: 2.656609 -4.529109 1.052044
H: 4.024791 -5.582487 1.494739
H: 5.039650 -3.474722 0.786174
H: 5.148921 -3.472602 2.565716
Br: -3.639464 -3.779944 -0.104919
C: -3.584176 -4.026887 1.829385
C: -2.640548 -3.041440 2.479794
Br: -0.780986 -3.569210 2.220831
H: -3.315670 -5.070513 2.010734
H: -4.611444 -3.856343 2.166503
H: -2.784630 -3.029463 3.564251
H: -2.740907 -2.023881 2.092650
Br: 4.520070 -3.800884 -1.972644
C: 2.967281 -4.889224 -2.430825
C: 1.707817 -4.054654 -2.473439
Br: 1.067443 -3.651710 -0.675903
H: 2.923736 -5.705266 -1.705347
H: 3.190828 -5.299801 -3.420505
H: 0.893764 -4.610977 -2.947541
H: 1.837510 -3.098892 -2.988294
Br: 3.458544 -1.836323 -8.234382
C: 3.085118 -1.884328 -6.320272
C: 3.582559 -3.168836 -5.698048
Br: 2.392032 -4.658307 -6.107558
H: 2.009774 -1.731209 -6.200563
H: 3.619019 -1.023545 -5.905524
H: 3.579464 -3.093775 -4.606578
H: 4.581939 -3.456263 -6.035691
Br: -7.381929 -4.175788 -2.600993
C: -6.753748 -5.982755 -2.982865
C: -5.343530 -6.189286 -2.479673
Br: -4.042495 -5.339722 -3.658284
H: -6.857961 -6.136371 -4.059750
H: -7.450845 -6.642437 -2.456662
H: -5.083985 -7.252072 -2.488278
H: -5.177058 -5.786786 -1.476848
Br: -0.870360 6.346899 -7.057538
C: 0.333511 5.293600 -5.940927
C: -0.372962 4.091298 -5.357884
Br: -1.526485 4.603339 -3.871016
H: 0.739632 5.968726 -5.183689
H: 1.139527 4.978999 -6.611284
H: 0.350020 3.390992 -4.929146
H: -0.999639 3.562868 -6.081359

Forces on the atoms, in the same order (eV/Å):
0.74 -0.82 -0.31
1.57 0.64 -3.92
-2.86 -0.44 5.36
0.37 -0.60 -0.14
1.86 -1.85 1.58
-3.27 2.03 1.78
-1.08 3.16 -4.41
-2.48 -2.22 -3.38
0.00 -4.07 2.14
-0.16 1.84 4.56
1.50 2.54 6.96
0.51 1.99 0.34
2.23 -0.64 -1.44
-0.36 0.28 0.51
-1.57 -1.77 -1.33
-2.89 2.88 1.94
0.50 2.24 -1.42
2.63 -1.99 -2.16
-0.66 -0.20 0.21
1.54 0.89 -2.21
-1.41 1.61 0.09
0.38 -0.28 0.60
1.16 -0.32 1.34
-0.92 -0.61 0.08
0.14 -2.38 -1.49
-2.77 -0.11 0.18
-0.12 2.52 -1.18
0.04 -1.74 -1.43
0.52 0.11 0.67
0.97 -0.41 2.05
0.05 2.57 0.12
-2.06 -0.37 -1.14
-1.22 -1.60 -1.64
-0.18 -3.01 0.64
0.35 -0.91 3.25
0.24 2.91 -0.63
2.17 -1.35 0.29
1.20 -1.26 -1.65
1.60 -0.19 2.05
-2.05 -1.47 0.29
-1.48 1.04 -1.65
2.14 0.50 -0.65
-0.48 0.90 2.30
-0.86 1.67 -0.83
-0.09 0.09 -0.09
0.14 -0.22 0.11
0.19 -0.12 -0.21
0.26 0.02 -0.08
0.38 0.02 0.26
0.00 0.23 0.04
-0.21 -0.03 0.20
-0.27 -0.02 -0.14
0.11 -0.05 0.12
-0.31 0.11 -0.15
0.09 -0.16 0.24
-0.11 0.11 0.13
0.04 0.30 0.01
0.24 0.01 0.00
-0.02 -0.02 -0.20
-0.09 -0.36 0.01
-0.02 -0.04 0.04
0.09 -0.07 -0.26
-0.18 -0.20 0.04
-0.21 0.20 -0.43
-0.08 0.24 -0.13
-0.12 0.10 0.21
0.22 0.07 0.06
0.04 -0.25 0.13
-0.13 -0.01 0.14
0.22 0.22 -0.15
-0.12 -0.03 0.21
0.07 0.02 -0.07
0.23 -0.15 0.01
-0.06 -0.23 -0.01
0.06 0.08 -0.22
-0.27 0.15 0.03
0.05 -0.08 -0.09
-0.21 -0.01 0.18
0.10 -0.25 -0.11
-0.03 0.04 0.15
0.13 0.04 0.26
0.20 0.10 -0.08
-0.11 0.19 -0.03
-0.12 -0.05 -0.28
0.06 -0.01 0.19
0.18 -0.10 -0.47
0.54 0.19 -0.42
3.80 -1.97 -5.54
-0.12 -0.21 -0.11
-0.14 0.06 0.15
-0.08 0.15 -0.06
0.13 0.21 0.10

Here are the Löwdin charges for atoms 1 to 6, given in e:
1 C -0.116
2 C -0.297
3 N 0.080
4 C -0.105
5 C -0.276
6 N -0.081



Number 1: lowest unoccupied orbital energy -0.0043 Ha, E_tot -54704.881 eV. Number 2: lowest unoccupied orbital energy -0.1742 Ha, E_tot -1036930.040 eV.